Below is a structure of composition C44H43AsIrN6S3 in a non-equilibrium geometry, with properties calculated with ωB97M-V/def2-TZVPD.

- F_max (eV Å⁻¹) = 1.231
- Kohn-Sham gap (eV) = 6.786
- relative energy (zero: lowest compared OMol25 entry of this formula, charge and spin) (kJ/mol) = 0.0
- total charge = +3

```
98
Properties=species:S:1:pos:R:3:forces:R:3
Ir -0.238431 -0.252518 -0.020561 0.571 0.792 0.751
C 3.743257 -1.044632 -1.415835 0.068 0.185 -0.060
C 2.340796 -0.568455 -1.249290 0.243 -0.045 -0.046
N 1.796458 -0.382434 -0.099359 -0.439 -0.321 -0.169
N 2.492141 -0.524870 1.068526 0.056 0.121 0.143
C 1.830311 -0.391808 2.250707 -0.222 0.026 -0.075
N 2.546157 -0.400312 3.358760 0.116 0.057 0.041
S 0.138095 -0.247681 2.330044 -0.231 0.171 -0.254
C 1.423437 -0.309529 -2.377082 -0.076 0.086 -0.086
C 1.850996 -0.189823 -3.685090 0.202 0.041 0.029
C 0.932238 0.098729 -4.683195 -0.059 0.035 -0.037
C -0.401830 0.240356 -4.344313 0.081 -0.003 -0.019
C -0.768590 0.103048 -3.016038 -0.053 0.050 0.002
N 0.116808 -0.151909 -2.053586 -0.212 -0.144 -0.320
H 3.935006 -1.878035 -0.735842 -0.022 -0.008 -0.004
H 4.472253 -0.254169 -1.213593 -0.015 0.011 -0.017
H 3.914669 -1.404047 -2.426003 0.012 -0.026 0.012
H 3.502694 -0.513722 1.025965 -0.001 -0.008 -0.019
H 3.552706 -0.462541 3.372120 -0.007 -0.026 -0.001
H 2.075285 -0.330654 4.248789 0.008 -0.015 0.000
H 2.899302 -0.300188 -3.924070 -0.020 -0.009 -0.021
H 1.256378 0.219123 -5.708460 0.015 -0.036 0.014
H -1.149726 0.465703 -5.091521 -0.025 -0.033 0.022
H -1.798818 0.202788 -2.701686 0.002 -0.011 0.024
S -2.580396 0.052148 0.126372 0.220 -0.308 -0.056
C -2.929722 1.679472 -0.221646 -0.194 -0.548 0.360
N -4.153918 2.044910 -0.491347 0.008 0.408 -0.086
C -4.419598 3.444832 -0.863734 -0.007 0.169 -0.042
C -3.596758 4.345381 0.006679 -0.132 0.078 -0.009
N -2.181037 3.969905 -0.112804 -0.339 0.007 0.058
C -1.224575 5.094395 -0.185980 0.096 0.189 -0.054
C -1.386992 5.815724 -1.503228 -0.055 -0.042 0.023
C -1.058204 5.165509 -2.690724 0.027 -0.012 -0.020
C -1.190955 5.822249 -3.903031 -0.030 -0.038 0.000
C -1.664444 7.129227 -3.936889 -0.032 -0.031 -0.008
C -1.997208 7.776712 -2.758294 -0.015 0.027 0.000
C -1.862689 7.119240 -1.541518 0.018 0.045 0.048
C -1.850251 2.708538 -0.159278 0.567 0.294 -0.093
S -0.220289 2.239262 -0.116557 0.108 -1.050 0.058
C -5.315408 1.135901 -0.559785 -0.211 -0.170 -0.244
C -5.872187 1.072284 -1.960880 0.007 0.017 0.012
C -5.116738 0.501436 -2.982394 0.049 0.024 -0.023
C -5.626129 0.420765 -4.267675 0.021 -0.006 0.004
C -6.900613 0.905484 -4.539298 -0.005 0.004 0.017
C -7.657814 1.469579 -3.524734 -0.024 -0.013 -0.021
C -7.145031 1.552098 -2.236168 -0.003 0.052 0.006
H -5.478898 3.651006 -0.731798 -0.020 -0.090 0.016
H -4.169829 3.599767 -1.915662 -0.061 -0.106 -0.043
H -3.902098 4.273918 1.053450 0.093 0.019 0.040
H -3.709598 5.377280 -0.318071 0.077 0.002 -0.036
H -0.216652 4.709981 -0.070911 0.007 -0.062 0.058
H -1.430184 5.763554 0.650487 -0.069 -0.059 0.026
H -0.678832 4.147839 -2.661031 0.028 0.023 -0.018
H -0.918222 5.323448 -4.823886 -0.014 0.003 0.006
H -1.778927 7.639074 -4.883983 0.045 0.009 0.009
H -2.355858 8.796884 -2.784393 -0.010 -0.013 0.018
H -2.113194 7.634280 -0.620289 0.018 0.002 -0.014
H -6.071471 1.521458 0.125142 0.090 0.049 0.075
H -5.020614 0.150284 -0.218070 0.081 0.000 0.098
H -4.131001 0.100244 -2.761425 -0.020 -0.026 0.002
H -5.042883 -0.034012 -5.058033 -0.010 -0.001 0.009
H -7.306308 0.830805 -5.539158 0.009 0.014 0.003
H -8.652698 1.839749 -3.732285 0.005 -0.006 0.005
H -7.749586 1.980659 -1.444286 0.011 -0.007 -0.006
C 2.309455 -4.956484 -3.382009 0.009 0.002 0.002
C 1.445899 -3.913987 -3.691265 0.002 0.028 -0.022
C 0.756574 -3.260936 -2.680905 -0.036 -0.081 0.062
C 0.932040 -3.641490 -1.351192 0.120 0.154 0.033
C 1.775078 -4.708784 -1.046592 0.010 0.014 -0.033
C 2.460749 -5.360888 -2.063414 0.017 0.009 0.006
As -0.169174 -2.814427 0.012497 -0.432 0.426 -0.038
C 0.506542 -3.464933 1.694172 0.023 0.034 0.028
C 1.876144 -3.515164 1.948377 -0.054 -0.096 -0.040
C 2.338657 -3.972920 3.173483 0.001 0.031 0.014
C 1.434699 -4.353491 4.157853 0.027 0.021 -0.008
C 0.070141 -4.280739 3.914276 -0.011 0.028 0.028
C -0.396710 -3.834194 2.686016 -0.003 -0.027 -0.052
C -1.829529 -3.757527 -0.255756 0.092 -0.042 0.079
C -1.806195 -5.131869 -0.017704 -0.077 0.058 -0.024
C -2.940030 -5.886600 -0.270354 0.042 -0.034 0.028
C -4.085888 -5.279909 -0.770338 -0.038 0.026 -0.005
C -4.102290 -3.915792 -1.016775 0.016 0.007 -0.009
C -2.971434 -3.150674 -0.759808 0.070 -0.114 -0.004
H 2.846765 -5.467029 -4.170194 -0.015 -0.008 0.006
H 1.296990 -3.622079 -4.723371 -0.010 -0.012 0.011
H 0.048119 -2.483377 -2.933544 -0.055 -0.046 -0.063
H 1.882815 -5.059376 -0.030193 0.011 -0.012 0.006
H 3.105414 -6.195830 -1.822478 -0.004 0.005 -0.001
H 2.584099 -3.235001 1.177309 0.033 -0.056 0.011
H 3.403280 -4.049820 3.356256 -0.011 0.000 0.002
H 1.796661 -4.712617 5.112249 -0.013 -0.021 -0.014
H -0.633093 -4.579385 4.680265 -0.002 0.002 -0.011
H -1.462329 -3.789646 2.497351 -0.009 -0.021 0.031
H -0.912667 -5.612127 0.362632 -0.009 -0.030 0.004
H -2.928607 -6.951142 -0.077841 -0.002 0.005 -0.017
H -4.967672 -5.873809 -0.971012 0.015 -0.006 0.011
H -4.993474 -3.446178 -1.413087 0.010 -0.007 0.007
H -2.984113 -2.091463 -0.955777 -0.042 0.026 -0.114
```
Forces are in eV/Å.

Population analysis type Löwdin, resulting atomic charges in e: Ir 0.588; C 0.030; C -0.231; N -0.136; N 0.045; C -0.751; N 0.171; S 0.701; C -0.231; C 0.032; C 0.011; C 0.008; C -0.103; N -0.121; H 0.098; H 0.117; H 0.095; H 0.167; H 0.143; H 0.133; H 0.132; H 0.137; H 0.130; H 0.091; S 0.714; C -0.575; N -0.061; C -0.062; C -0.064; N -0.065; C -0.088; C -0.231; C -0.047; C -0.062; C -0.052; C -0.045; C -0.034; C -0.599; S 0.760; C -0.088; C -0.230; C -0.047; C -0.062; C -0.050; C -0.043; C -0.028; H 0.149; H 0.157; H 0.158; H 0.142; H 0.083; H 0.147; H 0.097; H 0.110; H 0.119; H 0.120; H 0.123; H 0.147; H 0.088; H 0.087; H 0.109; H 0.119; H 0.121; H 0.123; C -0.043; C -0.055; C -0.121; C -0.351; C -0.092; C -0.042; As 1.293; C -0.416; C -0.160; C -0.064; C -0.044; C -0.040; C -0.103; C -0.370; C -0.095; C -0.041; C -0.042; C -0.057; C -0.133; H 0.122; H 0.116; H 0.088; H 0.097; H 0.122; H 0.088; H 0.117; H 0.121; H 0.122; H 0.113; H 0.112; H 0.122; H 0.121; H 0.113; H 0.004